1.
Density functional theory data (ωB97M-V/def2-TZVPD) for a 3-piece molecular cluster, C31H70Cl2N6O4P3S overall at a distorted geometry.

Relative energy (zero: lowest compared OMol25 entry of this formula, charge and spin), kcal/mol: 113.3
Total charge: +1
E_HOMO, eV: -9.240
LUMO, eV: -4.3774
Orbital gap, eV: 4.86

Positions of all 117 atoms, in Å:
C  0.83368  -6.31556  1.13489
H  -0.92634  4.36910  4.52181
C  0.64930  5.02206  -0.99667
N  1.92181  7.40255  1.50328
C  4.53572  2.42225  0.57445
Cl  3.19133  4.65802  -3.18064
C  0.05378  -0.34171  -0.85982
C  -4.48550  -2.18033  -4.72948
C  -5.44592  -2.97787  -1.74864
P  4.00307  3.09366  -1.96125
H  0.99213  -5.59998  0.32382
C  -6.87747  -2.53991  -4.46388
H  -4.66821  -1.06538  -2.34595
H  1.07374  7.72596  1.99754
H  -6.15285  -3.74062  -2.08147
C  -0.12183  -1.85057  -0.33908
C  5.94771  5.54099  0.74955
C  1.82405  2.82904  0.17194
H  7.87328  5.57474  -0.43967
H  3.47679  2.22495  4.54309
C  1.58958  1.32295  3.33429
P  0.13291  4.14857  2.31003
H  -1.15991  -2.84711  -2.10770
C  -1.41253  -2.46233  -1.07483
N  1.70765  1.41657  -0.19280
C  -1.08351  -8.09427  -0.31962
C  -1.01756  -9.37194  0.51814
H  -3.47822  -6.92396  -0.27826
H  -0.75138  -7.11503  2.33249
C  2.31932  -0.11431  3.37796
H  -3.12243  -5.71410  0.91376
H  9.00705  3.85165  1.18071
H  -6.93946  -2.45478  -5.55358
H  -1.95693  3.39508  2.67879
H  0.91290  -0.36944  -1.61536
H  -4.75815  -4.35744  -4.67250
C  4.46836  5.65811  0.08972
H  -0.57033  -9.20789  1.50083
H  4.12390  6.71310  0.31283
H  2.88889  3.92009  4.29726
H  -2.87716  -7.65592  2.64666
H  0.63460  5.19581  -2.12645
C  -5.54422  -1.68694  -2.56246
C  -2.91151  -6.75613  0.64510
H  1.38065  -5.95839  2.01151
H  -0.35014  1.25386  0.62075
H  2.56408  8.18427  1.33262
H  -3.68133  -1.48522  -4.45920
H  3.00044  1.80087  -3.39833
H  -0.24115  -1.92463  0.78351
N  2.36202  2.40061  2.76257
C  0.16149  4.47100  4.17802
H  -0.97866  -5.45347  1.80622
C  7.01051  4.85415  -0.24249
H  4.30901  3.28647  3.34196
H  4.66303  5.64935  -1.03639
H  -0.40507  -10.11872  0.00424
H  0.44264  5.55216  4.37896
H  -9.02510  -2.59210  -4.32026
Cl  0.51545  2.66164  -2.41120
N  3.54170  4.60001  0.53383
C  1.75317  3.25386  1.74832
O  0.46963  1.35077  3.84833
H  -5.66657  -2.76897  -0.69724
H  -1.20030  6.34736  -1.33343
H  6.56355  4.49975  -1.21914
H  -8.34615  -0.96859  -4.15851
H  1.52241  5.62331  -0.61972
H  -6.38490  -1.10293  -2.17441
C  -8.19404  -2.01955  -3.90088
H  -0.37999  3.22140  -0.26841
H  -0.84097  0.05679  -1.42180
N  -1.48281  -6.86399  0.35673
H  -4.44022  -3.39776  -1.78130
H  -4.48080  -7.28824  2.02491
O  4.20083  6.66031  3.09730
H  -1.73722  -3.36720  -0.46282
S  7.82259  3.38990  0.61871
O  -1.21600  3.12070  2.09890
H  -3.22805  -3.81826  -5.35186
C  -0.67660  5.80905  -0.48712
H  3.10021  -0.19889  2.56586
H  -0.40323  6.61858  0.27370
H  5.30337  2.03689  -0.16470
C  3.33424  3.26119  -0.15076
H  -6.80364  -3.61197  -4.23878
H  4.06709  1.50652  1.07039
H  1.54084  -0.93400  3.36054
C  -0.64523  -6.44179  1.47177
C  0.56040  0.66659  0.31508
H  -2.00369  -9.81527  0.65485
H  -2.26820  -1.72329  -1.13929
H  2.83233  -0.16458  4.38788
H  -8.24804  -2.12479  -2.81494
H  0.75567  3.72245  4.77807
H  5.05728  3.01074  1.37871
H  -1.74473  -8.26707  -1.17520
H  -1.37942  5.10712  0.07444
C  0.63296  3.46755  -0.73813
H  4.32522  7.58190  2.77128
N  -5.70064  -1.81127  -4.00704
H  6.36513  6.57155  0.99089
C  -3.48792  -7.65108  1.74177
P  2.62481  6.20769  2.62174
H  2.57494  0.89839  -0.29044
H  -4.66080  -1.99905  -5.79612
H  0.78667  -2.44083  -0.68833
C  -3.96848  -3.61033  -4.57310
H  -0.10031  -7.93349  -0.77339
C  3.27338  3.01403  3.73719
H  -3.46477  -3.75740  -3.61730
O  3.49790  1.56622  -2.58426
C  2.67999  4.58730  1.56201
H  1.27846  -7.27122  0.84920
H  0.78625  -0.04787  1.18449
H  -3.61748  -8.67801  1.40074
H  5.89216  4.99622  1.74951

Löwdin atomic charge list, values in e, 5 entries: C -0.0916; H 0.0621; C -0.2960; N -0.1612; C -0.0772

=====

2.
Density functional theory data (ωB97M-V/def2-TZVPD) for a 9-piece molecular cluster, C31H70ClF2NO11P overall at a distorted geometry.

Relative energy (zero: lowest compared OMol25 entry of this formula, charge and spin), kcal/mol: 46.8
Total charge: +1
E_HOMO, eV: -11.614
LUMO, eV: -4.3609
Orbital gap, eV: 7.25

Positions of all 117 atoms, in Å:
C  4.82653  -0.72620  -0.26281
H  -11.66566  7.14639  -1.36823
C  2.51287  -2.49420  -2.64275
C  7.30498  1.71630  4.95487
H  3.39835  -2.28875  -4.59740
H  11.17428  -1.75256  -0.03643
O  5.52355  1.64228  3.32323
C  -4.19603  0.46357  -1.45931
H  -13.26346  7.05223  -0.59906
H  1.95897  2.86974  -1.00900
C  0.74818  -3.09961  3.17073
H  -8.32991  5.68884  -0.02751
H  3.76239  -4.06123  -0.10721
C  -4.10750  1.86964  -0.77976
H  -1.40396  -4.08963  2.31799
C  -5.84327  -2.72040  -1.75725
H  -2.43068  0.71013  0.86713
H  3.54929  0.60543  -0.89740
C  -4.39577  -2.38331  -2.32461
H  4.02623  -3.57845  2.24665
H  1.24633  -4.08758  -4.19475
O  -10.25272  6.60429  0.83946
H  2.93653  0.09021  1.80042
H  -3.84925  3.96031  -1.61852
H  -3.04056  2.07413  -0.48380
C  9.51423  -2.00300  -1.39997
H  6.81196  -0.82740  -1.11087
H  5.11091  -1.14123  0.70593
C  4.59197  -4.76009  0.04012
H  5.73904  0.34377  -1.90208
H  10.48237  -0.23200  -0.63952
H  5.51070  -4.21909  -0.19638
H  -4.01834  -3.23502  -2.95833
H  -0.16112  -2.67547  3.67127
H  -9.42296  6.30233  -2.20124
H  -0.21954  1.10810  -0.56721
H  -7.82387  6.38876  -2.96971
H  0.86445  -4.15337  3.55826
O  8.95236  -1.34426  -2.53190
H  9.62696  -1.32376  -3.22077
H  -12.09843  8.30350  -0.11955
H  3.69916  -5.79534  1.71829
H  -11.72517  5.29058  0.30981
C  0.50216  -3.23287  1.61332
O  -6.41386  5.84124  -0.76475
H  2.77356  -1.48988  -2.30140
H  -6.50491  -2.95109  -2.63997
F  -5.80468  -3.75308  -0.80480
H  -4.50445  2.80557  -2.82388
C  1.10158  2.69384  0.96104
H  4.41427  -1.53295  -0.87689
Cl  -1.08191  -5.20622  -2.11925
H  5.31609  0.93060  5.22708
H  3.95756  -0.87702  2.99664
H  11.49910  -1.20234  -1.69315
O  1.94903  -2.39824  3.49325
C  -3.45620  -2.06732  -1.11426
C  10.74041  -1.25854  -0.90820
C  -8.36431  6.50367  -2.02726
H  7.04400  2.73967  5.23166
H  -4.52657  -1.51880  -3.02343
C  -3.38098  -0.65719  -0.69368
H  -5.26169  0.13680  -1.56619
O  0.77938  -0.40615  3.63275
H  1.68120  -1.85563  -4.53532
C  6.02424  -0.09202  -0.94094
H  6.34044  -0.05025  4.16263
H  1.84131  1.97854  1.32607
H  0.25146  3.33595  -0.92184
C  -12.20565  7.25949  -0.42586
H  1.38712  3.69457  1.29045
P  -2.87216  -4.75264  -1.07765
H  8.06687  1.78085  4.17335
H  -7.89582  4.53079  -1.29497
C  6.08229  0.97427  4.45164
H  1.55437  -2.77897  -2.19674
O  -3.03702  -5.79880  0.23133
H  -5.57219  3.42941  -1.52037
H  6.42542  0.71951  -0.32960
H  6.20066  1.67041  2.63700
H  9.76903  -3.02992  -1.68066
H  -4.76536  1.94821  0.13299
H  -8.25149  7.54664  -1.71935
H  1.27972  -3.94300  1.20292
C  1.78869  -1.02059  3.37084
O  2.10277  -3.86724  -4.58189
H  3.13728  0.71422  3.49233
H  7.73613  1.21527  5.82385
F  -3.53995  0.57451  -2.72583
C  0.99946  2.62813  -0.55046
H  3.26009  -3.19838  -2.26975
O  3.80602  0.24667  -0.03878
O  0.63420  1.31320  -0.96756
H  8.75113  -2.03834  -0.62074
O  4.77737  -4.17168  2.37480
H  -0.80040  -4.73918  0.70133
H  -10.17919  7.52116  1.13020
H  -1.08940  -1.14022  1.99480
H  -6.23087  -1.78326  -1.26915
C  -4.52682  3.06740  -1.73635
C  -1.85159  -2.75382  0.60651
C  -7.80093  5.57045  -0.97435
C  -2.51452  -0.32599  0.47143
H  -12.16695  6.44700  1.57800
C  -0.96003  -3.81641  1.32546
H  0.14608  2.43088  1.42568
C  3.04807  -0.22105  2.87583
N  -2.70232  -3.05879  -0.46469
H  5.46360  -5.93950  1.62106
C  -11.63588  6.32998  0.62832
C  -1.74517  -1.37923  1.12624
H  -2.50047  -6.60545  0.09815
H  4.48070  -5.58921  -0.66223
C  2.43667  -2.55133  -4.15591
H  0.68381  -2.26152  1.06995
H  -6.33762  6.75724  -0.47369
C  4.62361  -5.26059  1.47208

Löwdin atomic charge list, values in e, 5 entries: C -0.3028; H 0.0638; C -0.0876; C -0.0903; H 0.1183

=====

> Which value of E_HOMO does entry 2 give?

-11.614 eV